{"formula": "C41H38BaN2P2S4", "method": "wB97M-V/def2-TZVPD", "elements": ["Ba", "C", "N", "C", "C", "N", "C", "C", "C", "C", "C", "C", "C", "S", "C", "C", "C", "C", "C", "C", "S", "H", "H", "H", "H", "H", "H", "H", "H", "H", "H", "H", "H", "H", "H", "H", "H", "H", "H", "S", "P", "C", "P", "S", "C", "C", "C", "C", "C", "C", "C", "C", "C", "C", "C", "C", "C", "C", "C", "C", "C", "C", "C", "C", "C", "C", "C", "C", "H", "H", "H", "H", "H", "H", "H", "H", "H", "H", "H", "H", "H", "H", "H", "H", "H", "H", "H", "H"], "xyz": [[0.732, -0.774, -1.353], [-2.640, -0.972, -2.446], [-1.767, -2.151, -2.387], [-1.895, -2.900, -1.064], [-0.945, -4.068, -0.878], [0.331, -3.706, -0.276], [0.151, -3.512, 1.211], [1.459, -4.625, -0.481], [1.361, -5.996, -0.751], [2.424, -6.791, -1.042], [3.621, -6.160, -1.305], [3.762, -4.845, -0.972], [2.744, -4.027, -0.522], [3.203, -2.362, -0.163], [-1.885, -2.986, -3.529], [-2.995, -3.818, -3.643], [-3.095, -4.747, -4.595], [-2.101, -4.684, -5.631], [-1.079, -3.849, -5.604], [-0.774, -2.982, -4.459], [0.779, -2.175, -4.240], [-3.687, -1.221, -2.679], [-2.386, -0.372, -3.281], [-2.614, -0.313, -1.539], [-2.935, -3.371, -1.000], [-1.771, -2.170, -0.234], [-0.706, -4.522, -1.830], [-1.580, -4.880, -0.402], [-0.057, -4.472, 1.716], [-0.717, -2.918, 1.460], [1.084, -3.086, 1.606], [0.441, -6.400, -0.793], [2.419, -7.905, -1.155], [4.453, -6.755, -1.633], [4.720, -4.379, -1.188], [-3.795, -3.667, -2.879], [-3.943, -5.294, -4.738], [-2.268, -5.362, -6.450], [-0.386, -3.821, -6.442], [1.217, 2.103, -2.485], [0.946, 2.645, -0.610], [0.914, 1.444, 0.532], [-0.285, 1.124, 1.594], [-1.967, 0.136, 1.059], [-0.969, 2.598, 2.495], [-0.013, 3.494, 3.058], [-0.405, 4.688, 3.612], [-1.732, 5.130, 3.549], [-2.678, 4.245, 3.005], [-2.282, 3.006, 2.530], [0.490, 0.230, 3.046], [-0.249, -0.028, 4.254], [0.403, -0.547, 5.337], [1.751, -0.965, 5.276], [2.378, -0.957, 4.042], [1.732, -0.381, 2.929], [2.162, 3.941, -0.183], [2.117, 5.193, -0.824], [3.105, 6.132, -0.544], [4.122, 5.848, 0.400], [4.193, 4.610, 0.949], [3.218, 3.625, 0.708], [-0.609, 3.589, -0.612], [-1.668, 3.034, -1.301], [-2.868, 3.697, -1.464], [-3.110, 4.881, -0.827], [-2.016, 5.431, -0.095], [-0.832, 4.823, 0.064], [1.035, 3.281, 3.098], [0.342, 5.370, 4.031], [-1.916, 6.120, 3.983], [-3.732, 4.630, 2.924], [-3.011, 2.279, 2.174], [-1.300, 0.174, 4.340], [-0.108, -0.678, 6.204], [2.218, -1.421, 6.143], [3.395, -1.363, 3.842], [2.245, -0.320, 2.023], [1.428, 5.433, -1.667], [2.989, 7.075, -1.007], [4.812, 6.598, 0.701], [4.981, 4.371, 1.684], [3.253, 2.624, 1.143], [-1.496, 2.083, -1.727], [-3.646, 3.085, -2.068], [-4.021, 5.345, -0.802], [-2.209, 6.352, 0.462], [0.012, 5.230, 0.621]], "forces_ev_per_a": [[-0.079, -0.486, 0.129], [-0.622, -0.106, 0.762], [0.185, 0.267, 2.423], [-1.388, 0.329, -0.756], [-0.143, -1.035, -0.536], [-0.401, -0.705, 1.704], [0.642, -0.606, -0.430], [0.366, 1.029, -0.611], [0.724, 2.054, 0.700], [1.157, -1.562, -0.900], [0.165, -0.771, 0.918], [1.413, 0.332, -0.869], [-0.373, 0.429, 0.131], [-0.552, -0.036, 0.119], [2.284, 0.445, -0.841], [-0.561, 1.380, 2.151], [2.429, 0.919, -2.232], [-3.020, -1.926, 0.815], [2.968, 2.416, 0.774], [-1.755, -1.158, 0.047], [-1.053, -0.369, -0.371], [-0.147, -0.266, 0.481], [0.780, 0.647, -0.937], [0.146, -0.871, -0.525], [0.961, 0.906, 0.121], [-0.323, -0.348, -0.536], [-0.005, 0.077, -0.618], [1.009, 0.585, 0.375], [0.294, -0.092, -0.241], [-0.022, 0.708, -0.262], [-0.432, 0.017, 0.000], [-3.270, -1.413, 0.223], [-0.658, 1.128, -0.024], [0.400, 0.006, -0.183], [-0.079, 0.078, 0.252], [0.617, -0.314, -0.631], [-2.058, -1.679, -0.205], [0.223, -0.099, -0.468], [0.071, -0.059, 0.178], [0.520, -0.085, -1.078], [-0.560, 0.046, 1.185], [0.591, -0.188, -0.324], [-0.525, -0.279, 1.318], [0.228, -0.441, -0.155], [1.775, 1.208, 0.553], [-0.871, -0.589, -0.127], [-0.148, 0.951, 0.005], [0.366, -0.749, 0.110], [-0.662, 1.906, 0.535], [-0.788, -0.806, -0.256], [-1.215, -1.076, 0.451], [1.122, 0.634, -1.348], [2.053, -0.187, -1.689], [-0.467, -0.284, -0.581], [0.466, 0.007, -0.615], [-0.566, 0.690, 1.774], [0.762, -0.211, 0.061], [0.855, -0.063, -0.560], [-0.113, -1.033, 1.107], [-1.283, 0.676, -1.348], [0.064, -1.827, 1.441], [-0.715, 0.922, -1.104], [-0.426, 1.120, 0.424], [0.735, 0.671, 0.252], [-1.953, -2.223, -1.099], [3.384, -0.449, 0.638], [-2.737, 1.354, 0.437], [2.104, -1.843, -0.974], [0.452, -0.483, -0.263], [-0.121, -0.304, -0.060], [-0.501, -0.451, -0.404], [1.030, -0.830, 0.072], [-0.025, 0.322, -0.186], [-0.282, 0.402, -0.196], [-1.472, -0.365, 2.542], [0.040, 0.145, 0.006], [-0.840, 0.219, 0.509], [0.745, 0.100, -1.437], [0.236, -0.484, 1.032], [0.322, 1.013, -0.374], [0.592, 0.594, 0.018], [-0.308, 0.196, -0.482], [-0.074, 0.324, -0.029], [-0.108, -0.819, -0.660], [1.019, 1.487, 1.104], [-2.141, 1.161, -0.202], [0.079, -0.119, -0.197], [-0.534, 0.193, 0.044]], "total_charge": -2, "fmax_ha_per_bohr": 0.076, "de_lowest_ev": 0.564, "orbital_gap_ev": 6.31, "homo_ha": -0.07679, "energy_ha": -3995.73753}